31
Properties=species:S:1:pos:R:3:forces:R:3 method="wB97M-V/def2-TZVPD" homo_ha="-0.29303 / -0.31877" multiplicity=2 lumo_ev="-1.1 / -0.8" total_charge=0
C 3.540 2.484 -0.104 -0.199 -0.059 0.163
S 0.256 0.689 -1.710 0.019 -0.070 -0.301
C -2.619 -0.463 -0.696 0.349 0.276 0.245
O 1.176 -1.252 0.839 0.209 -0.265 0.038
O -0.905 -2.288 1.215 0.191 -0.227 -0.142
H 0.220 -4.542 0.095 0.004 -0.017 0.017
O -3.455 0.510 -0.986 -0.015 -0.169 0.001
H 1.932 -4.046 0.077 0.039 0.019 -0.024
H -2.018 1.973 -0.609 0.036 0.011 0.001
F 3.123 1.598 -2.223 -0.020 0.018 -0.029
H -3.306 2.383 -1.772 0.028 0.013 0.041
H -2.729 -2.510 -1.362 0.014 -0.043 -0.007
C 1.419 1.424 -0.599 -0.078 0.099 -0.195
Tc -0.767 -0.622 -0.107 -0.634 0.583 0.253
S 0.593 -2.546 1.273 -0.024 0.160 0.055
H -3.511 -2.182 0.171 -0.018 -0.012 0.050
C 1.867 2.338 1.612 -0.041 -0.037 0.018
H -3.685 2.299 -0.030 0.038 0.028 -0.015
C 2.690 1.829 -0.984 0.036 0.090 0.138
F 1.458 2.573 2.857 0.020 -0.014 -0.017
C 0.905 -3.708 -0.029 -0.003 0.000 0.084
O 1.084 -3.097 2.490 -0.178 0.011 0.036
H -4.297 -1.664 -1.339 0.034 -0.006 -0.054
H 0.761 -3.223 -0.994 -0.014 0.010 0.023
F 3.938 3.373 2.045 0.003 -0.015 -0.005
F 4.751 2.865 -0.496 0.049 0.012 -0.015
C -3.342 -1.780 -0.829 0.053 -0.018 -0.097
C 3.128 2.743 1.198 -0.044 -0.054 -0.174
C 1.057 1.689 0.706 0.102 0.031 0.052
F -0.187 1.267 1.124 0.042 -0.299 -0.151
C -3.076 1.886 -0.832 0.002 -0.059 0.014

***

29
Properties=species:S:1:pos:R:3:forces:R:3 method="wB97M-V/def2-TZVPD" homo_ha="-0.32652 / -0.32811" multiplicity=2 lumo_ev="-2.2 / -2.2" de_lowest_kj_mol=0.0 total_charge=0
C 0.113 1.461 2.612 -0.009 0.153 0.181
H -1.698 2.533 1.108 -0.035 -0.132 -0.062
N -0.102 -2.588 -0.813 -0.123 0.105 0.208
N -1.345 -4.169 -4.748 0.025 0.002 -0.100
C -2.383 -5.075 -1.506 0.056 -0.056 -0.023
N -3.062 -5.819 -0.953 -0.096 -0.050 0.067
H -0.864 1.749 2.998 0.036 -0.041 0.054
H 2.737 -0.083 0.085 0.013 -0.026 -0.059
C -0.815 2.388 0.482 -0.053 0.210 -0.147
O -0.966 0.153 -0.518 0.006 -0.673 -0.485
H 2.375 1.950 1.483 -0.027 -0.053 0.003
C 0.172 -0.029 2.383 -0.504 -0.411 -0.796
O 2.050 0.136 -0.558 -0.140 -0.278 -0.087
C 1.624 2.240 0.745 0.087 0.136 0.016
C 1.928 1.570 -0.596 -0.120 0.033 -0.019
Ru 0.212 -1.077 0.366 0.708 0.833 0.071
C -1.426 -4.166 -3.601 -0.050 0.005 -0.018
C -1.524 -4.165 -2.182 0.104 0.081 0.038
O -1.819 1.854 -1.614 -0.107 0.209 -0.177
H -0.621 3.359 0.015 -0.046 -0.044 -0.087
O -0.870 -0.710 2.075 -0.026 0.128 0.705
N 0.304 2.028 1.299 0.076 -0.295 -0.016
H 1.150 1.782 -1.328 0.019 -0.031 0.001
C -1.218 1.434 -0.665 0.092 0.185 0.530
C -0.777 -3.306 -1.458 -0.077 0.089 -0.091
H 0.893 1.777 3.306 0.012 -0.007 -0.012
O 1.303 -0.522 2.009 0.145 -0.089 0.283
H 1.767 3.316 0.563 0.017 0.009 -0.013
H 2.860 1.981 -0.989 0.014 0.008 0.035

***

21
Properties=species:S:1:pos:R:3:forces:R:3 method="wB97M-V/def2-TZVPD" homo_ha=-0.27688 lumo_ev=0.2 de_lowest_kj_mol=369.5 total_charge=0
N 1.480 -2.352 0.384 -0.539 3.571 -3.557
H 0.853 -1.820 3.074 0.797 -1.793 1.613
C -0.615 1.606 -1.894 2.506 -1.530 0.049
H 1.577 -3.027 0.979 0.819 -5.550 3.554
C -0.193 0.018 2.723 -0.084 -1.101 -0.339
H -0.287 0.183 -3.479 2.073 0.404 2.817
O -0.990 2.596 -2.710 -2.254 -2.979 -5.593
C 0.469 -0.657 -1.435 -0.210 4.639 -0.497
C 0.827 -1.321 0.959 -0.448 3.434 1.375
H 0.706 -1.677 -1.675 0.054 0.463 -1.198
H -1.146 1.745 2.166 -0.835 0.721 -0.131
H -0.520 0.142 3.766 0.332 -0.010 -0.492
C -0.691 0.872 1.773 2.063 0.382 -0.101
C 0.157 0.442 -2.319 -3.404 -3.104 -2.535
C -0.815 1.734 -0.586 0.274 1.057 3.444
H 1.037 -2.517 -0.513 0.790 -1.129 0.691
H -1.305 2.634 -0.176 -0.083 -0.600 -0.419
C 0.489 -0.274 -0.057 -1.187 -1.995 1.903
H -1.379 1.961 -3.749 1.858 3.131 4.504
C 0.592 -1.129 2.370 -1.063 2.262 -4.589
C -0.243 0.840 0.398 -1.456 -0.274 -0.498

***

21
Properties=species:S:1:pos:R:3:forces:R:3 method="wB97M-V/def2-TZVPD" homo_ha="-0.41660 / -0.50080" multiplicity=3 lumo_ev="-4.0 / -6.9" total_charge=+1
C -0.946 -3.368 -0.746 0.054 3.098 1.737
C 0.669 3.679 0.685 0.297 2.267 1.327
O 0.155 -0.064 -2.081 -0.319 1.535 3.427
C 0.901 2.903 1.796 -0.232 1.778 -1.397
C -0.178 -0.975 0.178 1.083 0.745 -3.954
H -0.112 -2.199 1.646 -0.104 -2.403 1.618
H -1.332 -3.689 -1.625 -0.836 -1.251 -2.888
H -0.521 -1.680 -3.140 0.722 0.645 2.058
O 0.861 1.638 1.520 -0.856 -2.814 -0.993
H -1.817 -3.185 -0.130 -0.266 -0.389 0.527
C 0.155 0.317 -0.328 -0.783 -3.367 -3.258
C -0.046 -1.193 1.480 -0.904 -0.807 0.379
H 0.462 3.255 -1.423 -0.188 -1.173 1.164
C 0.499 1.501 0.177 1.313 3.655 -0.718
C -0.260 -1.267 -2.075 -0.311 0.029 -4.656
C 0.539 2.853 -0.377 -0.732 -1.165 -1.839
H 1.236 3.207 2.719 0.394 0.297 2.110
H 0.597 4.789 0.723 0.323 -1.139 -0.256
H -0.331 -4.099 -0.290 0.889 -0.450 0.456
C -0.406 -1.961 -0.923 0.076 -0.062 3.991
H -0.125 -0.462 2.214 0.380 0.973 1.166

***

204
Properties=species:S:1:pos:R:3:forces:R:3 method="wB97M-V/def2-TZVPD" homo_ha=-0.33895 smiles="O=C1c2ccccc2C(=O)c2ccccc21.O=C1c2ccccc2C(=O)c2ccccc21.O=C1c2ccccc2C(=O)c2ccccc21.O=C1c2ccccc2C(=O)c2ccccc21.O=C1c2ccccc2C(=O)c2ccccc21.O=C1c2ccccc2C(=O)c2ccccc21.O=C1c2ccccc2C(=O)c2ccccc21.O=C1c2ccccc2C(=O)c2ccccc21.O=C1CCCO1" lumo_ev=-1.4 de_lowest_kj_mol=86.7 total_charge=0
C -5.192 4.527 -1.542 -0.746 -1.320 0.062
C -6.171 -8.400 -1.495 -0.394 -1.783 -0.257
C -4.651 -5.610 1.438 -0.603 -1.058 -1.277
O 4.469 4.352 0.413 0.597 0.081 0.453
H -4.790 -3.603 -1.338 0.257 -0.391 -0.028
H -4.372 1.690 -3.368 0.396 -0.065 0.440
C -3.262 1.964 4.514 0.597 1.418 -0.595
H 0.414 -0.863 1.782 0.097 -0.295 -0.209
C -6.621 2.856 2.893 -0.262 -1.587 0.122
C 0.065 -1.250 -5.746 0.706 0.076 -0.162
H 3.396 1.601 0.089 -0.488 -0.434 0.236
H 1.385 -5.632 3.184 0.575 0.087 -0.623
C 5.223 1.789 -0.941 -0.825 0.695 0.325
H 7.209 1.832 -1.710 0.356 0.478 -0.041
C -1.284 0.684 5.385 0.571 -0.038 -0.293
C 5.377 -2.717 -0.852 -1.009 0.487 -0.588
C 1.301 -3.114 -4.737 -0.912 0.713 -0.106
H 6.122 -6.665 2.061 -0.057 -0.460 -0.115
O -2.883 7.871 -2.706 -1.474 -2.335 0.669
H 2.767 -0.812 -2.107 0.161 0.380 -0.125
C -3.436 1.127 -3.281 -0.297 -0.088 -0.022
C 3.492 3.039 -6.685 -1.060 -1.116 0.679
C 4.062 1.904 -7.272 -0.378 0.561 0.333
C -6.817 0.595 3.769 0.479 1.145 -0.913
C 4.633 -3.523 -0.027 -0.606 -0.693 0.510
C -6.692 -9.652 -1.120 -0.090 0.704 0.838
C 5.062 -6.545 2.233 0.447 2.321 -1.244
C -4.924 -0.520 4.902 -1.091 -2.751 0.969
C -0.213 -0.402 1.025 0.412 -0.979 -0.233
C 4.253 -2.877 4.773 -2.972 1.827 0.376
C 4.002 -0.321 1.957 -3.348 -0.248 0.966
H -6.181 -8.135 -2.543 0.083 0.256 0.040
C 4.436 -5.487 1.562 0.126 -0.405 0.315
C 6.411 3.202 2.176 0.947 0.105 -0.127
C -0.497 5.060 -2.396 -1.248 -1.227 0.536
C -0.753 0.002 -5.708 -0.793 0.005 0.022
O -5.652 -1.486 5.295 2.467 3.017 -1.268
O -4.844 -7.495 3.024 -0.675 1.292 -2.513
O -2.867 1.945 0.873 0.421 -0.591 0.206
H 1.667 -2.972 -8.132 0.223 -0.352 0.067
H -4.594 3.780 0.878 -0.081 -0.012 0.539
H -7.160 -10.256 -1.920 0.386 0.077 0.884
C 2.396 1.588 -4.996 0.343 1.832 -2.078
O -5.068 -5.899 -2.220 0.145 -0.560 0.440
O 2.810 2.401 5.205 -0.229 -0.416 0.361
C -2.684 7.032 -0.026 -0.220 -0.861 -0.482
H -6.798 3.767 -3.701 -0.712 -1.175 0.958
C 0.931 3.695 3.503 0.464 0.428 -0.509
H -0.270 1.765 -1.818 0.118 0.096 -0.558
H 2.647 -7.513 4.302 -0.421 0.171 -0.273
C 3.048 0.495 -5.546 1.186 -0.179 -0.525
C -1.555 -0.020 1.570 -0.250 -0.164 0.593
H 0.265 -0.974 -7.826 0.280 -0.184 -0.046
C 5.058 3.298 2.480 0.498 -0.662 0.843
C 4.392 1.204 0.030 0.895 0.340 -0.173
H -0.244 5.055 0.612 -0.048 0.110 0.043
O 2.808 0.066 2.066 2.870 -0.683 -0.201
H -8.457 1.551 2.829 0.307 0.384 -0.296
H 5.884 -4.012 5.283 0.469 -0.866 0.955
C -5.615 -7.859 0.810 -0.801 -2.179 -0.433
H 0.966 0.831 -0.375 0.014 -0.326 -0.271
H -1.750 -0.979 -1.273 0.163 -0.368 0.029
C -1.210 -0.559 -3.297 -0.297 -0.737 0.136
H -2.335 -0.780 1.425 0.124 0.423 0.083
C 2.454 -3.999 1.137 -0.121 -1.329 0.414
H -3.660 -2.584 2.650 0.065 -0.559 -0.379
C 3.266 -3.251 0.159 -0.345 1.304 0.361
H -3.552 7.233 -4.984 -0.129 -0.286 0.070
H 7.402 -3.128 3.690 -0.113 0.317 -0.543
C -2.587 0.691 4.940 -2.607 -1.907 0.818
C -6.656 -9.994 0.263 0.011 0.412 -1.067
H -1.564 3.606 -1.130 -0.163 0.184 0.098
O -2.682 3.062 4.562 -1.006 -1.972 -0.140
H -1.426 0.170 2.634 -0.419 0.060 0.211
C -5.606 -7.564 -0.570 0.204 1.037 0.519
C 7.323 2.490 2.950 -1.230 -0.536 0.119
O 1.289 -3.752 1.360 -0.146 0.437 0.016
C -5.289 2.879 3.333 -0.542 1.586 -0.055
O -0.724 1.745 0.303 -0.915 0.123 0.304
C 4.704 -1.747 -1.567 -0.207 1.110 -0.905
C 3.193 2.763 4.128 0.148 1.764 -1.932
C 0.739 2.797 -3.423 1.107 -0.854 -0.582
C -2.492 6.495 1.214 -1.186 -1.459 1.519
C -7.406 1.664 3.089 1.259 1.634 0.289
H 0.657 6.246 -3.684 0.315 -0.117 -0.397
C -4.267 6.003 -3.374 -0.239 0.759 0.295
C -0.162 -1.636 -3.298 0.924 -0.198 0.156
H -4.064 -2.013 0.201 0.434 0.525 0.336
C -4.549 -3.950 -0.338 -0.106 0.056 0.131
C 1.503 1.482 -3.860 -0.001 1.642 1.373
H 1.039 1.352 1.288 -0.324 -0.133 -0.133
H -1.736 6.887 1.904 -0.418 0.001 -0.274
C 6.791 1.763 4.038 1.945 -0.285 -0.567
H 8.058 0.110 -0.095 -0.175 0.478 -0.036
H -6.929 3.763 2.372 -0.515 -0.443 0.131
C 3.289 -1.501 -1.471 2.216 -0.396 0.418
C -0.642 -0.431 5.972 -0.908 0.282 -0.774
C -3.568 6.382 -0.940 0.362 1.035 -0.041
C -3.099 0.378 -2.139 -0.505 0.510 -0.834
C 3.905 0.654 -6.678 -0.975 0.254 1.302
O 2.470 5.239 -5.541 -1.040 -1.251 1.005
C 2.608 -2.156 -0.476 1.928 -1.671 -0.566
C -5.984 4.815 -5.222 1.140 1.332 -2.109
O 1.523 0.480 -3.174 -0.776 0.318 0.110
C 4.358 -7.186 3.177 1.178 -2.677 0.521
C -1.851 1.291 0.917 -0.173 1.070 -0.697
H -7.382 -0.301 3.823 -0.190 -0.770 0.558
H 5.199 1.521 5.470 -0.100 -0.011 -1.177
H 0.412 -0.228 6.186 -0.347 -0.743 0.381
H 3.660 4.031 -7.095 -0.108 -0.225 0.115
H 1.592 -1.946 -0.328 -1.150 -0.076 0.434
O -0.795 0.755 -6.680 -0.140 -0.677 1.575
H 6.818 3.637 1.282 -0.301 0.397 -0.352
H 6.422 -2.876 -0.987 0.562 -0.101 0.012
H 7.427 1.022 4.507 0.170 0.257 0.383
C -5.060 -7.048 1.878 2.015 1.477 1.914
C 7.038 0.503 -0.028 0.864 -0.102 -1.021
C -5.098 -6.243 -1.055 -0.784 0.703 0.789
C 0.459 4.654 1.326 -2.184 0.055 1.845
C -3.525 6.855 -2.368 0.908 1.145 -0.307
H 3.661 -3.200 5.612 -0.086 -0.412 0.110
C -1.988 -0.427 -2.164 0.210 -0.015 0.422
C 3.065 -6.936 3.482 -1.410 1.056 0.435
C -4.790 -5.260 0.047 0.632 -0.221 0.717
H 2.662 -1.574 4.090 -0.131 0.226 -0.046
C 2.048 4.176 -5.081 -0.161 0.621 0.196
O 6.335 -5.167 0.187 0.387 0.195 0.150
H 8.370 2.433 2.615 -0.615 -0.161 0.417
C 4.462 -1.449 2.895 0.830 1.686 -0.493
H -3.716 0.331 -1.258 -0.274 0.440 0.077
C 0.581 -1.594 -6.993 -0.537 -0.154 0.070
C 6.223 -0.155 0.863 0.483 -0.218 1.043
C 1.751 -3.463 -5.982 0.551 -0.495 -1.560
C 0.428 5.237 -3.379 0.584 -1.629 -0.932
C 5.274 -4.742 0.573 -1.400 0.189 -0.316
H -4.885 6.081 -6.664 -0.414 0.034 -0.420
C -0.112 2.712 -2.332 -0.022 -2.211 -0.387
C -2.631 1.060 -4.417 -0.814 -0.406 0.388
C 6.371 -2.792 3.673 -0.856 0.665 -0.204
H -0.998 4.430 2.905 0.464 -0.023 0.069
H 4.562 2.111 -8.207 0.511 -0.598 0.058
C -3.908 -3.369 1.915 -0.254 0.668 0.379
C 3.094 -5.172 1.837 0.251 0.214 0.541
C -5.038 5.805 -5.639 -0.189 -0.715 0.566
C 1.003 4.054 -3.981 0.681 1.205 0.014
H -4.187 -4.996 3.361 0.227 0.242 0.573
H -1.050 -2.474 6.712 0.214 -0.016 -0.242
O 7.864 -1.789 1.595 -1.351 1.071 0.430
C -2.717 -1.606 5.706 -1.520 -0.597 0.566
H -6.032 -9.449 2.200 -0.047 -0.003 1.290
H 2.435 -4.340 -6.118 -0.771 0.905 0.193
O -5.854 3.532 -1.207 1.129 1.880 -0.591
C 1.744 4.497 1.020 1.674 0.386 -3.122
H 0.628 3.413 4.485 -0.205 -0.181 0.511
C 4.902 0.260 0.936 -1.021 0.254 0.079
C -4.349 5.279 -0.551 1.242 0.227 -0.405
C 4.133 3.916 1.493 -1.667 -0.419 -0.404
C 5.500 1.898 4.468 -0.725 0.934 0.217
C 1.348 -2.725 -7.130 0.539 -0.067 0.478
C 2.609 2.882 -5.590 1.095 -0.292 -0.561
C -6.130 -9.108 1.213 0.051 0.035 -2.394
C 3.681 -1.891 3.957 0.704 -0.919 -0.680
C 2.645 3.874 1.829 2.148 0.178 2.007
C -1.401 -1.620 6.150 0.855 2.222 -0.354
C 2.260 3.497 3.117 -0.102 -1.238 0.841
H -7.030 -10.951 0.607 -0.013 0.016 -0.117
H -0.752 1.619 5.213 0.154 -0.255 0.281
H -1.023 5.912 -2.011 -0.047 0.313 0.244
C -3.414 -0.526 5.129 1.904 1.507 0.239
H -4.736 3.812 3.275 -0.099 -0.156 -0.260
C 0.055 4.308 2.629 -1.004 -0.290 -0.574
C -4.220 6.417 -4.708 -0.223 -0.283 -0.170
C 0.405 -2.009 -4.625 0.194 -0.320 0.037
H 4.453 -0.219 -6.976 0.046 -0.173 -0.530
H -2.933 1.549 -5.338 0.259 0.137 0.147
H -3.166 4.886 2.572 0.359 0.074 0.449
H -0.354 -1.048 0.173 0.219 -0.598 -0.096
C -4.120 4.735 0.719 -0.465 0.443 -0.500
C -5.497 0.663 4.196 1.430 0.679 0.204
H -6.688 4.337 -5.892 0.176 0.287 -0.338
C -4.099 -3.016 0.581 -0.556 -0.434 0.215
C 4.636 2.682 3.683 -0.828 -0.329 0.183
C -0.847 3.754 -1.923 0.218 2.714 0.416
H 4.840 2.563 -1.642 0.139 -0.782 0.637
C 2.404 -5.883 2.850 0.006 -0.054 -0.013
C 6.561 1.499 -0.924 0.586 -2.088 0.542
C 6.761 -1.281 1.791 0.145 -0.087 -1.785
C 0.386 0.875 0.539 0.825 1.244 0.663
H -3.268 -2.497 6.014 -0.285 0.254 -0.522
C -5.145 4.988 -2.985 -0.222 -0.156 0.443
C -6.020 4.421 -3.944 1.029 0.828 1.722
C 5.518 -3.272 4.635 1.791 -1.039 -0.169
H 1.580 -3.737 -3.899 -0.139 0.341 0.308
C -4.214 -4.659 2.345 -0.166 -0.226 -0.578
H 2.978 -0.493 -5.063 -0.141 0.561 -0.318
C 5.810 -1.848 2.805 1.272 -0.194 -0.222
C -3.281 5.365 1.620 0.720 0.428 -1.000
H -2.039 7.864 -0.259 -0.266 0.139 -0.759
O 0.248 -2.204 -2.296 -0.905 0.655 -0.438
C -1.581 0.164 -4.430 1.583 0.360 -1.353
H 2.074 4.853 0.031 0.114 -0.280 0.466
H 5.375 -1.122 -2.191 -0.913 -0.258 0.058
H 4.827 -8.064 3.595 0.123 0.004 0.577
C -4.679 1.858 3.982 -0.866 -2.929 1.103

***

21
Properties=species:S:1:pos:R:3:forces:R:3 method="wB97M-V/def2-TZVPD" homo_ha="-0.35563 / -0.31918" lumo_ev="-1.7 / -2.1" de_lowest_kj_mol=1417.6 total_charge=0
C 0.059 0.722 -0.494 -0.205 0.281 -1.083
H 1.252 0.858 -2.397 -0.302 1.045 1.312
H 2.164 0.577 1.704 0.104 1.296 0.002
H -3.412 -0.002 2.683 -0.594 0.214 0.434
H 2.606 -0.846 -0.202 1.308 0.165 -0.490
H 1.735 -2.219 0.702 0.189 1.005 -0.499
C 0.335 1.245 -1.863 0.469 -1.735 -2.202
C -1.917 -0.139 1.000 -1.684 1.390 2.858
H 1.238 -0.612 2.619 -0.557 0.058 -1.102
C -2.761 0.066 1.865 1.797 -0.878 -1.883
H -0.650 2.828 -0.519 0.436 -0.261 -0.758
C 0.251 2.234 -0.742 -2.396 -1.596 0.652
H 1.073 2.569 -0.200 1.701 0.713 0.283
C 1.864 -1.133 0.481 -1.830 -1.818 0.895
H -1.376 -1.243 -0.497 -0.082 -1.691 -2.075
H -0.401 1.096 -2.696 -0.093 0.756 1.410
C 0.657 -0.309 0.351 -1.833 0.721 1.116
C 1.428 -0.181 1.614 1.155 -1.145 0.271
C -1.590 -2.180 -1.375 0.570 4.388 3.908
C -0.877 -0.265 0.105 2.304 1.114 0.458
C -1.679 -3.065 -2.139 -0.456 -4.021 -3.508

***

DFT total energy: -56159.271, -29291.333, -14049.869, -14598.194, -158284.731, -11554.774 (eV)